P | Entry from OMol25: a single CH2N4O2 molecule (the ωB97M-V functional and the def2-TZVPD basis).

Output
* HOMO level: -10.156 eV
* total charge: 0

The geometry in XYZ format:
```
9
Properties=species:S:1:pos:R:3:nbo_charge:R:1
O -0.54450 -1.28832 -1.43865 -0.57
C -0.13191 -0.67889 -0.50576 0.68
N 0.91780 -0.98369 0.40474 -0.46
N 1.20332 0.02615 1.25131 -0.01
N 0.48296 0.93964 0.91492 -0.04
N -0.20434 0.64996 -0.14712 -0.01
O -1.35449 1.37908 -0.38041 -0.49
H 1.34429 -1.86811 0.59047 0.42
H -2.15918 0.79092 0.02957 0.48
```

***

Q | Entry from OMol25: a single CH2N4O2 molecule (the ωB97M-V functional and the def2-TZVPD basis).

Output
* HOMO level: -9.109 eV
* total charge: 0

The geometry in XYZ format:
```
9
Properties=species:S:1:pos:R:3:nbo_charge:R:1
O -2.25692 0.53977 -0.04253 -0.51
N -1.23095 -0.29346 -0.14239 -0.21
C -0.02916 0.04593 -0.14098 0.36
N 0.61122 1.39048 -0.09376 -0.23
N 1.87059 1.08393 -0.04031 0.18
O 2.13222 -0.18301 -0.06692 -0.15
N 0.95355 -0.93041 -0.18451 -0.32
H -2.94647 -0.07745 0.09092 0.48
H 0.89593 -1.57576 0.62047 0.39
```

***

Least stable of them? Q.

***

P | Entry from OMol25: 2 unconnected molecules or ions with the total composition C3H10N2O (the ωB97M-V functional and the def2-TZVPD basis).

Output
* HOMO level: -8.184 eV
* total charge: 0

The geometry in XYZ format:
```
16
Properties=species:S:1:pos:R:3:nbo_charge:R:1
C -1.99645 1.33733 -2.69483 -0.55
C -1.64317 1.20692 -1.38247 0.02
N -1.47862 0.26519 -0.42567 -0.84
H -2.58110 2.25717 -2.93949 0.22
H -2.06774 0.46228 -3.43883 0.19
H -1.39585 2.10169 -0.94838 0.17
H -1.98749 0.48234 0.45173 0.40
H -1.38357 -0.73553 -0.76715 0.38
N 2.20395 0.13246 2.01122 -0.81
C 2.03499 -1.10265 1.25106 0.08
O 0.95774 -2.05290 1.58969 -0.75
H 1.43358 0.78988 1.75045 0.35
H 2.00158 -0.07811 2.96180 0.35
H 1.81476 -0.68791 0.22418 0.16
H 3.03309 -1.58000 1.30814 0.16
H 1.05430 -2.79818 1.04855 0.47
```

***

Q | Entry from OMol25: 2 unconnected molecules or ions with the total composition C3H10N2O (the ωB97M-V functional and the def2-TZVPD basis).

Output
* HOMO level: -9.013 eV
* total charge: 0

The geometry in XYZ format:
```
16
Properties=species:S:1:pos:R:3:nbo_charge:R:1
C -3.77304 -1.29263 -0.90539 -0.74
C -2.99758 -2.49094 -1.30685 0.44
O -3.44339 -3.43380 -1.90555 -0.51
H -4.57959 -1.02240 -1.55935 0.24
H -3.19540 -0.40890 -0.65926 0.23
H -4.40872 -1.52461 -0.03352 0.25
H -1.92276 -2.45410 -1.02664 0.10
N 4.22263 2.56647 1.67501 -0.85
C 2.97162 2.61250 0.97033 -0.06
N 2.16688 1.40838 0.87651 -0.86
H 4.13634 2.22533 2.62363 0.35
H 4.95626 2.04418 1.22036 0.36
H 2.31865 3.35914 1.40888 0.18
H 3.13110 2.97754 -0.04508 0.18
H 2.62611 0.55304 0.58523 0.35
H 1.73788 1.13042 1.75752 0.35
```

***

R | Entry from OMol25: 2 unconnected molecules or ions with the total composition C3H10N2O (the ωB97M-V functional and the def2-TZVPD basis).

Output
* HOMO level: -8.812 eV
* total charge: 0

The geometry in XYZ format:
```
16
Properties=species:S:1:pos:R:3:nbo_charge:R:1
C 1.02341 0.70367 1.34200 -0.42
N 1.01715 -0.74559 1.68050 -0.64
C -0.05104 -1.51293 1.06563 0.07
O 0.17789 -1.87956 -0.34215 -0.78
H 1.12986 0.82951 0.25862 0.17
H 1.89006 1.13422 1.83500 0.20
H 0.04729 1.07999 1.66283 0.19
H 1.92503 -1.17841 1.48218 0.37
H -1.06607 -1.10267 1.06694 0.16
H -0.12034 -2.49521 1.52188 0.17
H -0.22762 -1.10492 -0.93550 0.49
C -1.45247 1.39397 -1.86500 -0.03
N -0.67913 0.44201 -2.33897 -0.63
H -2.27114 1.14224 -1.24649 0.17
H -1.18773 2.48676 -2.02265 0.16
H -0.15517 0.80692 -3.16481 0.35
```

***

Least stable of them? P.